Record 1
Molecular formula: C4H6NS
Method: DFT, the ωB97M-V functional and the def2-TZVPD basis

The HOMO energy (spin up / spin down) comes out at -14.11 / -14.22 eV. For the gap between HOMO and LUMO (spin up / spin down), the calculation gives 6.339 / 8.558 eV. As for the total charge: +1. The LUMO energy (spin up / spin down) is -7.8 / -5.7 eV.

Geometry (Å):
C: -0.1588 -0.9793 2.7275
C: 0.4415 -0.7977 -0.7245
C: -0.0302 -0.8203 1.5572
C: -0.4807 1.1554 0.3612
N: -0.1270 -0.2875 0.3738
S: 1.0866 -2.2927 -0.7978
H: -0.4163 -1.3338 3.6547
H: 0.3913 -0.1386 -1.5631
H: -1.2243 1.3004 1.2135
H: -0.5219 1.4861 -0.7364
H: 0.3365 1.7743 0.7067
H: 1.2660 -2.1978 -3.2563



Record 2
Molecular formula: C6H13NO3
Method: DFT, the ωB97M-V functional and the def2-TZVPD basis

The HOMO energy comes out at -8.77 eV. For the gap between HOMO and LUMO, the calculation gives 9.431 eV. The LUMO energy is 0.7 eV.

Geometry (Å):
C: -0.5955 -1.4004 1.2885
C: -0.3603 -1.0928 -0.1288
C: -1.2668 1.3500 -0.0782
C: 0.1143 1.8606 -0.6090
C: 1.1606 1.0051 -0.0985
C: 1.0421 -0.4737 -0.6856
H: 0.5251 -3.2024 1.0715
H: -1.3941 -1.5319 1.5394
H: -0.4537 -0.6198 1.8341
H: -0.3936 -2.0796 -0.9056
H: -1.8520 -0.0275 -1.5443
H: -2.3179 1.8222 -0.4155
H: -1.5881 1.6062 1.1670
H: -0.2469 1.9037 -1.7614
H: 0.3014 2.5533 -0.1673
H: 1.9772 1.1795 -0.4157
H: 2.0123 0.6928 1.6369
H: 1.6932 -1.0749 -0.1552
H: 0.3264 -0.4050 -2.2146
N: -1.5766 -0.1537 -0.4669
O: 0.4787 -2.3036 1.7975
O: 1.2751 1.0091 1.2678
O: 1.1393 -0.6172 -1.9561



Record 3
Molecular formula: C7H13NO2S
Method: DFT, the ωB97M-V functional and the def2-TZVPD basis

The HOMO energy (spin up / spin down) comes out at -8.84 / -9.69 eV. For the gap between HOMO and LUMO (spin up / spin down), the calculation gives 7.142 / 9.029 eV. The LUMO energy (spin up / spin down) is -1.7 / -0.7 eV.

Geometry (Å):
C: 2.1870 -1.8890 0.0447
C: 0.9237 -2.1212 0.0401
C: 2.8430 -0.6834 -0.5055
C: -2.0974 -0.1711 -1.0365
C: -1.1367 0.0709 1.3685
C: -1.3621 2.0870 -0.0859
C: -1.1148 0.5027 -0.0670
N: 0.1667 0.3153 -0.6716
O: 1.9970 1.8908 -0.5973
O: 1.6259 0.6316 1.5349
S: 1.5298 0.6962 0.1163
H: 2.9041 -2.8329 0.3535
H: 0.0493 -2.7530 0.1406
H: 3.7389 -0.3407 -0.0581
H: 2.7133 -0.6315 -1.5286
H: -1.8001 -1.1638 -1.4982
H: -3.1614 -0.3165 -0.6944
H: -2.3792 0.3202 -1.9778
H: -0.3862 0.4286 2.0195
H: -1.0311 -1.0925 1.3489
H: -2.0748 0.1463 1.9844
H: -0.6192 2.4651 0.5290
H: -1.2828 2.2425 -1.1868
H: -2.2330 2.1985 0.4272



Respective maximum force values: 4.263, 18.234, 5.170 eV Å⁻¹.
Respective calculated total energy values: -16556.555, -14054.883, -23883.121 eV.
Respective relative energy (zero: lowest compared OMol25 entry of this formula, charge and spin) values: 138.75, 270.87, 170.69 kcal/mol.